[1]
{
  "formula": "C20H26N2O4S",
  "method": "ωB97M-V/def2-TZVPD",
  "species": ["H", "C", "H", "C", "S", "H", "H", "H", "C", "H", "H", "H", "H", "H", "H", "C", "C", "C", "C", "C", "C", "C", "C", "H", "C", "H", "C", "O", "C", "N", "H", "H", "H", "H", "H", "C", "C", "H", "H", "H", "C", "H", "H", "C", "H", "O", "C", "O", "H", "N", "C", "O", "H"],
  "positions_angstrom": [[5.157, -0.036, 0.660], [-1.390, 2.210, 0.353], [-1.599, 1.348, -2.641], [0.952, 1.190, -1.830], [0.075, 3.087, -0.219], [-2.362, -4.439, -0.457], [1.865, 2.021, 1.293], [-4.909, -0.881, 0.865], [-3.675, 0.829, 1.114], [-2.648, 3.352, -0.915], [-2.655, -3.537, 1.069], [0.657, 1.915, -2.589], [3.397, -2.607, -1.150], [1.125, -1.267, -0.608], [-4.707, 2.137, -0.231], [-4.888, 0.027, 1.469], [3.399, -2.234, 1.440], [-2.613, 2.556, -0.188], [-2.227, -1.539, -1.094], [1.989, 1.361, 0.434], [-2.292, -3.452, 0.031], [0.128, -1.010, -0.928], [-2.440, 0.523, 1.675], [1.877, 0.700, -2.141], [-3.751, 1.870, 0.195], [2.828, -3.093, 1.088], [-1.423, 0.442, -2.083], [-3.088, -2.521, -0.671], [-0.935, -1.836, -0.662], [3.412, -1.223, 0.403], [-2.370, -0.268, 2.408], [-0.350, 0.980, 1.754], [3.951, -0.990, -1.599], [3.900, 0.137, 1.898], [3.604, 1.099, -0.977], [-1.300, 1.214, 1.306], [3.480, 1.220, 0.098], [-3.486, -0.197, -2.185], [-4.868, -0.267, 2.516], [-5.799, 0.586, 1.274], [-0.141, 0.171, -1.630], [4.407, -2.577, 1.718], [1.598, 0.367, 0.678], [-2.493, -0.413, -1.832], [5.029, -2.070, -0.692], [-0.950, -3.020, 0.033], [4.068, 0.009, 0.826], [0.601, 3.840, 0.883], [2.908, -1.836, 2.327], [1.229, 1.966, -0.635], [3.984, -1.749, -0.821], [-0.283, 3.789, -1.419], [4.021, 2.120, 0.389]],
  "forces_ev_per_angstrom": [[-0.039, -0.032, 0.110], [0.391, 0.458, -0.222], [-0.012, 0.148, -0.050], [-0.284, -0.119, -0.422], [0.230, 0.160, 0.168], [0.044, 0.267, 0.044], [0.122, -0.206, 0.088], [-0.069, -0.089, -0.007], [0.009, 0.121, 0.001], [-0.081, 0.062, -0.129], [0.097, 0.097, -0.225], [0.118, -0.233, -0.136], [0.011, -0.033, -0.082], [0.212, -0.009, 0.119], [-0.106, 0.033, -0.053], [0.019, -0.041, -0.049], [-0.031, 0.027, -0.036], [-0.039, 0.183, -0.014], [0.586, 0.016, 0.054], [0.359, -0.115, 0.465], [-0.419, -1.063, 0.529], [-0.263, -0.335, 0.033], [0.035, 0.099, -0.053], [0.010, 0.110, 0.015], [0.084, 0.023, 0.148], [-0.002, -0.079, 0.051], [0.283, -0.132, -0.125], [-0.103, 0.414, -0.256], [-0.407, 0.278, -0.258], [0.107, -0.036, 0.057], [0.018, -0.091, 0.085], [0.129, -0.106, 0.081], [0.027, -0.002, -0.111], [0.045, -0.038, 0.025], [0.071, 0.020, -0.078], [0.056, -0.064, 0.098], [-0.179, -0.192, 0.169], [-0.161, 0.051, -0.038], [-0.052, -0.035, 0.071], [-0.094, 0.007, 0.017], [-0.051, -0.135, -0.310], [0.024, -0.020, 0.017], [-0.007, 0.111, 0.038], [-0.082, -0.401, 0.155], [0.019, 0.000, -0.002], [0.374, 0.267, -0.075], [-0.110, 0.219, -0.191], [-0.008, -0.271, 0.135], [-0.007, -0.037, 0.065], [-0.642, 0.939, 0.255], [-0.053, 0.034, 0.037], [-0.197, -0.305, -0.130], [0.015, 0.074, -0.078]],
  "mulliken_charge": [0.437, 0.088, 0.402, -1.728, 1.467, 0.258, 0.681, 0.241, 1.104, 0.504, 0.280, 0.530, 0.344, 0.602, 0.388, -1.511, -1.271, -0.527, 0.916, -0.219, -0.378, -1.092, -0.879, 0.551, -0.808, 0.357, -0.454, -0.503, 1.137, 0.677, 0.419, 0.435, 0.328, 0.369, 0.295, -0.316, -1.127, 0.460, 0.381, 0.412, 0.493, 0.365, -0.073, -0.981, 0.367, -0.548, -1.102, -0.766, 0.347, 0.262, -1.250, -0.740, 0.373],
  "molar_mass_g_mol": 390.50,
  "smiles": "Cc1ccc(S(=O)(=O)N(CCCN(C)C)Cc2ccc3c(c2)OCO3)cc1",
  "e_above_lowest_kj_mol": 368.3
}


[2]
{
  "formula": "C3H3F4NO3",
  "method": "ωB97M-V/def2-TZVPD",
  "species": ["O", "F", "H", "F", "N", "C", "F", "F", "O", "O", "C", "H", "H", "C"],
  "positions_angstrom": [[1.752, 1.952, 0.504], [-1.025, -0.413, 1.959], [0.373, -2.329, 0.097], [-2.474, 0.307, 0.557], [1.534, 0.839, 0.131], [0.076, -0.848, -1.107], [-1.244, 1.833, 1.571], [-0.231, 1.571, -1.152], [-0.317, -1.910, -0.271], [2.249, -0.105, 0.367], [0.319, 0.512, -0.509], [-0.701, -0.736, -1.776], [0.994, -1.249, -1.510], [-1.305, 0.576, 1.138]],
  "forces_ev_per_angstrom": [[-0.107, 1.634, -0.071], [-0.042, 1.297, 0.642], [4.038, -2.050, 2.002], [0.853, 0.688, 0.243], [0.556, -0.242, 0.787], [2.297, -0.960, 1.202], [-0.186, -1.597, 0.205], [0.895, -0.601, -0.352], [-4.719, 2.520, -1.134], [0.750, -1.462, 0.067], [-5.334, 0.493, 2.099], [-1.405, 0.359, -1.801], [0.384, 0.651, -1.123], [2.021, -0.731, -2.766]],
  "mulliken_charge": [-0.558, -0.169, 0.310, -0.199, 0.967, -0.688, -0.161, -0.300, -0.503, -0.588, 0.438, 0.359, 0.407, 0.686],
  "molar_mass_g_mol": 177.05,
  "e_above_lowest_kj_mol": 293.5
}